C33H33AsF6IMoN4OPS | ωB97M-V/def2-TZVPD

Calculated values
- Kohn-Sham gap (spin up / spin down): 6.7 / 6.7 eV

Structure (ORCA input):
```
! RIJCOSX wB97M-V def2-TZVPD def2/J DEFGRID3
* xyz 1 2
Mo -0.519 -0.594 1.391
N -1.932 1.219 1.686
N -3.018 1.003 2.559
C -3.302 -0.224 3.042
N -4.437 -0.400 3.712
S -2.215 -1.515 2.949
H -1.558 2.154 1.874
H -2.236 1.209 0.691
H -3.813 1.631 2.430
H -5.197 0.255 3.603
H -4.700 -1.351 3.930
I 0.547 0.619 3.864
C 2.673 0.298 3.743
C 3.225 -0.140 4.920
C 4.612 -0.166 5.089
C 5.407 0.354 4.111
C 4.857 0.835 2.905
C 5.702 1.470 1.973
C 5.204 1.959 0.799
C 3.871 1.707 0.470
C 3.001 1.068 1.337
P 1.417 0.602 0.496
C 2.063 -0.274 -0.966
C 1.142 -0.556 -1.975
C 1.538 -1.233 -3.113
C 2.857 -1.637 -3.258
C 3.761 -1.407 -2.237
C 3.367 -0.747 -1.085
C 1.039 2.306 -0.068
C 1.149 2.740 -1.384
C 0.986 4.084 -1.684
C 0.715 5.002 -0.682
C 0.575 4.567 0.626
C 0.735 3.230 0.932
C 3.452 0.721 2.641
H 2.590 -0.439 5.738
H 5.025 -0.534 6.014
H 6.474 0.427 4.248
H 6.746 1.577 2.223
H 5.840 2.486 0.104
H 3.525 1.998 -0.514
H 0.111 -0.255 -1.849
H 0.816 -1.456 -3.884
H 3.170 -2.150 -4.154
H 4.781 -1.746 -2.331
H 4.079 -0.611 -0.284
H 1.399 2.038 -2.170
H 1.100 4.415 -2.705
H 0.633 6.051 -0.918
H 0.365 5.272 1.415
H 0.693 2.921 1.972
C -0.390 -2.245 0.460
C -0.709 -3.445 -0.127
C 0.146 -4.149 -1.011
C -0.257 -5.340 -1.565
C -1.520 -5.856 -1.292
C -2.375 -5.185 -0.422
C -1.982 -4.010 0.167
H 1.120 -3.735 -1.228
H 0.409 -5.873 -2.229
H -1.841 -6.775 -1.756
H -3.358 -5.579 -0.214
H -2.647 -3.477 0.833
C -1.648 2.076 -3.560
N -2.349 0.862 -3.215
C -3.107 0.256 -4.279
C -2.313 0.374 -1.990
O -1.684 0.880 -1.052
H -2.349 2.805 -3.961
H -0.887 1.871 -4.316
H -1.180 2.476 -2.663
H -2.434 -0.068 -5.077
H -3.800 0.991 -4.688
H -3.674 -0.598 -3.913
H -2.893 -0.552 -1.865
F -3.492 -0.598 0.400
As -5.311 -0.678 0.060
F -5.356 -1.816 1.394
F -4.953 -1.922 -1.091
F -6.987 -0.716 -0.171
F -5.023 0.580 -1.128
F -5.473 0.658 1.269
*
```

***

C33H33CrN7O5S2 | ωB97M-V/def2-TZVPD

Calculated values
- Kohn-Sham gap (spin up / spin down): 7.0 / 7.6 eV

Structure (ORCA input):
```
! RIJCOSX wB97M-V def2-TZVPD def2/J DEFGRID3
* xyz 0 5
Cr 0.176 -1.318 -0.221
C -2.526 -3.422 7.759
C -2.357 -2.863 6.373
C -1.819 -1.598 6.171
C -1.673 -1.079 4.892
C -2.071 -1.833 3.803
C -2.616 -3.098 3.982
C -2.755 -3.605 5.261
S -1.874 -1.217 2.152
O -3.126 -1.465 1.458
O -1.528 0.190 2.288
N -0.735 -2.098 1.482
C 0.324 -2.664 2.336
C 1.747 -2.415 1.809
O 2.685 -2.844 2.450
O 1.830 -1.756 0.695
H -1.948 -2.854 8.487
H -2.203 -4.462 7.805
H -3.574 -3.389 8.063
H -1.501 -1.013 7.025
H -1.249 -0.098 4.728
H -2.924 -3.671 3.118
H -3.173 -4.594 5.404
H 0.212 -3.751 2.401
H 0.303 -2.291 3.362
C 0.161 2.748 2.941
N 0.182 3.451 1.669
C -0.395 4.675 1.396
C -0.101 4.988 0.121
N 0.642 3.931 -0.388
C 0.845 2.982 0.584
S 1.770 1.597 0.520
C 1.171 3.871 -1.707
C 1.991 4.894 -2.153
C 2.481 4.813 -3.446
C 2.136 3.721 -4.225
C 1.297 2.761 -3.678
N 0.811 2.831 -2.443
H -0.395 3.353 3.654
H 1.182 2.602 3.290
H -0.321 1.778 2.817
H -0.971 5.207 2.129
H -0.377 5.830 -0.487
H 2.250 5.707 -1.490
H 3.131 5.586 -3.833
H 2.503 3.612 -5.235
H 0.988 1.900 -4.259
C -0.138 -4.131 -3.807
C -0.656 -3.519 -2.528
O 0.081 -3.286 -1.579
N -1.982 -3.257 -2.500
C -2.647 -2.716 -1.326
C -2.761 -1.215 -1.375
C -3.947 -0.585 -1.708
C -4.000 0.799 -1.725
C -2.853 1.516 -1.425
C -1.703 0.815 -1.113
N -1.654 -0.521 -1.081
H 0.947 -4.102 -3.795
H -0.510 -3.599 -4.683
H -0.465 -5.169 -3.875
H -2.504 -3.340 -3.355
H -2.066 -2.987 -0.444
H -3.633 -3.171 -1.237
H -4.826 -1.178 -1.918
H -4.925 1.309 -1.962
H -2.842 2.596 -1.421
H -0.773 1.325 -0.887
N 1.349 -0.652 -1.887
C 2.272 -0.233 -2.418
C 3.427 0.352 -3.036
C 3.751 0.070 -4.360
C 4.846 0.684 -4.939
C 5.612 1.576 -4.199
C 5.286 1.853 -2.877
C 4.193 1.243 -2.286
H 3.146 -0.629 -4.922
H 5.106 0.466 -5.966
H 6.469 2.054 -4.653
H 5.887 2.545 -2.303
H 3.908 1.457 -1.265
*
```

***

C33H33N6O4Ti | ωB97M-V/def2-TZVPD

Calculated values
- Kohn-Sham gap (spin up / spin down): 7.2 / 7.8 eV

Structure (ORCA input):
```
! RIJCOSX wB97M-V def2-TZVPD def2/J DEFGRID3
* xyz 0 2
Ti 0.548 -0.376 0.039
C -2.453 -0.867 -1.802
N -1.292 -0.009 -2.021
C -1.617 1.330 -1.520
C -0.632 2.450 -1.843
C 0.888 2.243 -1.813
N 1.453 1.042 -1.146
C 2.699 0.879 -1.391
C 3.639 -0.079 -0.826
C 4.961 -0.005 -1.303
C 5.955 -0.798 -0.783
C 5.638 -1.685 0.256
C 4.358 -1.783 0.751
C 3.335 -0.993 0.202
O 2.113 -1.109 0.672
C -0.870 -0.089 -3.430
C 0.593 -0.453 -3.680
C 1.124 -1.734 -3.033
N 0.715 -1.940 -1.635
C 0.485 -3.150 -1.301
C -0.134 -3.594 -0.051
C -0.100 -4.960 0.250
C -0.824 -5.474 1.306
C -1.643 -4.613 2.041
C -1.719 -3.267 1.746
C -0.937 -2.734 0.717
O -1.013 -1.440 0.436
H -3.271 -0.594 -2.487
H -2.793 -0.770 -0.775
H -2.185 -1.910 -1.972
H -1.745 1.237 -0.433
H -2.604 1.657 -1.893
H -0.882 3.252 -1.143
H -0.859 2.851 -2.834
H 1.339 3.102 -1.316
H 1.270 2.244 -2.839
H 3.158 1.561 -2.117
H 5.189 0.704 -2.091
H 6.965 -0.731 -1.159
H 6.417 -2.302 0.685
H 4.103 -2.456 1.556
H -1.095 0.849 -3.951
H -1.493 -0.847 -3.915
H 1.238 0.380 -3.428
H 0.709 -0.587 -4.760
H 2.219 -1.707 -3.070
H 0.798 -2.602 -3.617
H 0.675 -3.953 -2.024
H 0.504 -5.614 -0.370
H -0.775 -6.526 1.545
H -2.236 -5.006 2.857
H -2.349 -2.596 2.314
O -0.579 2.724 2.867
C 0.118 2.163 2.027
N 0.135 0.846 1.731
C -0.551 0.076 2.701
O -0.035 -0.868 3.248
C -2.000 0.397 2.980
C -2.507 0.104 4.238
C -3.843 0.367 4.482
C -4.616 0.884 3.454
C -4.013 1.119 2.227
N -2.727 0.893 1.982
C 1.104 3.054 1.293
C 0.692 4.357 1.008
C 1.598 5.227 0.433
C 2.892 4.777 0.196
C 3.211 3.477 0.553
N 2.339 2.619 1.082
H -1.854 -0.313 4.990
H -4.275 0.171 5.455
H -5.665 1.104 3.592
H -4.598 1.515 1.404
H -0.314 4.658 1.264
H 1.311 6.241 0.184
H 3.644 5.420 -0.238
H 4.218 3.102 0.406
*
```

***

C33H33N6O6PS4Yb | ωB97M-V/def2-TZVPD

Calculated values
- Kohn-Sham gap (spin up / spin down): 4.6 / 4.4 eV

Structure (ORCA input):
```
! RIJCOSX wB97M-V def2-TZVPD def2/J DEFGRID3
* xyz -1 2
Yb -0.835 1.060 -0.216
S -0.622 3.855 3.280
C 0.025 2.671 2.307
S -0.377 1.062 2.765
S 0.826 3.186 0.900
O -0.699 -2.188 -1.922
C 0.364 -2.545 -1.567
C 1.530 -3.263 -1.554
C 1.664 -4.446 -2.300
C 2.933 -4.986 -2.370
C 4.018 -4.436 -1.655
C 3.940 -3.182 -1.057
C 2.671 -2.600 -0.959
P 2.299 -1.000 -0.111
C 3.608 0.107 -0.806
C 4.157 1.119 -0.042
C 5.317 1.738 -0.482
C 5.814 1.530 -1.768
C 5.193 0.605 -2.565
C 4.085 -0.134 -2.076
C 3.007 -1.441 1.507
C 2.145 -1.813 2.556
C 2.628 -2.297 3.765
C 4.028 -2.329 3.974
C 4.875 -1.969 2.929
C 4.382 -1.492 1.714
H 0.837 -4.969 -2.796
H 3.054 -5.887 -2.977
H 4.935 -5.035 -1.620
H 4.829 -2.677 -0.672
H 3.692 1.427 0.908
H 5.855 2.424 0.165
H 6.701 2.068 -2.080
H 5.525 0.433 -3.576
H 3.574 -0.848 -2.770
H 1.066 -1.618 2.390
H 1.945 -2.625 4.559
H 4.480 -2.629 4.903
H 5.918 -2.067 3.066
H 5.071 -1.145 0.939
C -2.365 5.219 -1.400
N -3.159 4.327 -0.528
C -3.925 4.861 0.512
C -4.568 3.968 1.283
C -4.352 2.556 1.090
N -3.391 2.080 0.260
C -2.815 2.970 -0.551
O -1.876 2.621 -1.332
N -5.077 1.709 1.854
H -2.879 6.165 -1.618
H -2.107 4.713 -2.327
H -1.428 5.482 -0.899
H -3.914 5.956 0.613
H -5.368 4.245 1.984
H -5.854 2.014 2.428
H -4.941 0.738 1.635
N -1.787 -1.328 0.563
C -3.033 -1.829 1.121
C -3.998 -2.311 0.223
C -5.260 -2.639 0.735
C -5.510 -2.348 2.082
C -4.438 -2.082 3.009
C -3.194 -1.772 2.511
S -7.102 -1.919 2.722
O -8.028 -2.289 1.679
O -6.872 -0.440 2.748
O -7.334 -2.544 4.020
H -1.691 -1.676 -0.382
H -1.028 -1.773 1.085
H -3.811 -2.384 -0.834
H -6.093 -2.904 0.092
H -4.622 -2.046 4.043
H -2.373 -1.483 3.192
C 1.927 3.037 -2.760
N 1.369 1.998 -3.626
C 0.465 1.106 -3.158
N -0.413 0.548 -4.024
O 0.529 0.731 -1.933
H 1.250 3.923 -2.658
H 2.883 3.388 -3.158
H 2.094 2.597 -1.785
H 1.340 2.293 -4.583
H -0.609 0.986 -4.900
H -1.103 -0.126 -3.715
*
```

***

C33H34BN12OS5Se2Ti | ωB97M-V/def2-TZVPD

Calculated values
- Kohn-Sham gap: 6.5 eV

Structure (ORCA input):
```
! RIJCOSX wB97M-V def2-TZVPD def2/J DEFGRID3
* xyz 1 1
Ti 0.481 -1.708 -0.642
C -2.980 0.572 -2.215
C -2.463 -0.400 -1.369
N -1.236 -0.770 -1.753
N -0.957 -0.028 -2.864
C -1.981 0.791 -3.137
B 0.454 -0.090 -3.473
N 1.372 0.589 -2.425
C 1.949 1.791 -2.456
C 2.245 2.187 -1.164
C 1.806 1.144 -0.373
N 1.284 0.162 -1.124
N 0.846 -1.572 -3.619
C 1.108 -2.242 -4.744
C 1.292 -3.576 -4.429
C 1.114 -3.641 -3.059
N 0.839 -2.424 -2.569
N 0.496 0.553 -4.840
C -0.434 0.460 -5.829
C 0.122 0.952 -6.980
C 1.428 1.318 -6.603
N 1.654 1.066 -5.327
H -3.941 1.051 -2.157
H -2.915 -0.848 -0.505
H -1.930 1.480 -3.964
H 2.103 2.282 -3.401
H 2.709 3.104 -0.849
H 1.790 1.063 0.697
H 1.165 -1.725 -5.689
H 1.519 -4.385 -5.100
H 1.168 -4.488 -2.399
H -1.405 0.029 -5.650
H -0.344 1.036 -7.947
H 2.207 1.756 -7.207
Se 4.822 -2.679 -0.329
Se 4.472 -0.489 0.366
C 3.111 -0.779 1.705
C 3.535 -0.428 2.982
C 2.710 -0.645 4.072
C 1.496 -1.261 3.850
C 1.132 -1.556 2.551
N 1.883 -1.284 1.472
C 4.734 -2.358 -2.231
C 5.590 -3.118 -3.019
C 5.593 -2.879 -4.383
C 4.786 -1.870 -4.886
C 3.982 -1.166 -4.003
N 3.930 -1.422 -2.695
H 4.529 -0.027 3.111
H 3.039 -0.383 5.069
H 0.830 -1.528 4.660
H 0.191 -2.046 2.363
H 6.245 -3.857 -2.577
H 6.243 -3.450 -5.034
H 4.788 -1.619 -5.938
H 3.355 -0.354 -4.356
S 1.477 -3.749 0.114
S 0.016 -5.166 -0.066
S -1.514 -3.918 -0.675
S -1.391 -2.428 0.691
C 0.497 2.661 5.180
C -0.909 3.247 5.197
C -1.999 2.184 5.104
N -1.809 1.302 3.948
C -1.929 1.643 2.663
S -1.044 0.903 1.453
N -2.790 2.671 2.350
C -4.068 3.001 2.848
O -4.520 4.087 2.584
C -4.834 1.973 3.608
C -4.752 0.617 3.305
C -5.546 -0.289 3.992
C -6.409 0.157 4.983
C -6.499 1.511 5.277
C -5.722 2.422 4.581
H 1.246 3.438 5.331
H 0.718 2.172 4.228
H 0.626 1.923 5.977
H -1.033 3.958 4.375
H -1.074 3.809 6.119
H -2.988 2.632 5.071
H -1.985 1.537 5.982
H -1.172 0.531 4.079
H -2.559 3.170 1.503
H -4.092 0.267 2.521
H -5.496 -1.343 3.749
H -7.025 -0.553 5.521
H -7.183 1.857 6.041
H -5.796 3.484 4.777
*
```

***

C33H34Br4N6O4Sn | ωB97M-V/def2-TZVPD

Calculated values
- Kohn-Sham gap: 6.1 eV

Structure (ORCA input):
```
! RIJCOSX wB97M-V def2-TZVPD def2/J DEFGRID3
* xyz 0 1
Sn 0.228 0.021 0.039
N -3.748 0.154 1.550
C -2.710 0.335 0.663
N -2.355 -0.572 -0.192
C -3.020 -1.747 -0.328
N -2.955 -2.483 -1.389
N -1.812 -2.325 -2.055
C -1.892 -2.425 -3.358
C -0.836 -2.407 -4.305
C 0.525 -2.640 -3.865
C 1.573 -2.356 -4.730
C 1.247 -1.763 -5.931
C -0.059 -1.586 -6.327
N -1.076 -1.975 -5.574
C -4.103 -2.024 0.582
C -4.923 -3.180 0.479
C -6.004 -3.341 1.309
C -6.359 -2.323 2.197
C -5.512 -1.226 2.392
C -4.478 -1.056 1.492
H -3.825 0.720 2.387
H -2.169 1.306 0.667
H -2.898 -2.484 -3.785
H 0.663 -3.124 -2.911
H 2.607 -2.605 -4.529
H 2.024 -1.389 -6.569
H -0.280 -1.091 -7.268
H -4.786 -3.863 -0.312
H -6.642 -4.230 1.288
H -7.282 -2.415 2.808
H -5.648 -0.456 3.118
Br 0.322 -2.305 6.688
C 0.586 -2.087 4.920
C 0.956 -3.205 4.129
Br 0.421 -4.917 4.760
C 1.276 -3.054 2.794
Br 2.089 -4.373 1.756
C 0.907 -1.846 2.120
O 1.115 -1.723 0.808
C 0.389 -0.735 2.882
O -0.028 0.374 2.199
C 0.306 -0.870 4.324
Br 0.037 0.721 5.357
C -1.144 3.666 2.414
O -1.722 3.293 1.133
C -1.845 4.482 0.370
C -2.327 4.160 -1.004
O -1.469 3.235 -1.624
C -0.882 3.627 -2.872
H -1.703 4.424 2.935
H -0.161 4.118 2.226
H -0.964 2.780 3.051
H -0.849 4.960 0.321
H -2.598 5.136 0.962
H -2.290 5.162 -1.508
H -3.309 3.719 -0.993
H -1.637 4.194 -3.412
H -0.681 2.671 -3.265
H 0.034 4.220 -2.774
C 4.139 -0.610 1.807
N 4.479 -1.159 0.461
C 5.945 -1.172 0.249
C 3.507 -0.556 -0.627
C 3.291 0.941 -0.471
C 4.310 1.914 -0.689
C 4.082 3.257 -0.521
C 2.788 3.671 -0.245
C 1.827 2.710 -0.011
C 2.031 1.361 -0.072
H 4.727 -1.156 2.565
H 3.125 -0.682 2.039
H 4.463 0.450 1.828
H 4.121 -2.098 0.510
H 6.333 -0.192 0.574
H 6.161 -1.386 -0.829
H 6.321 -2.023 0.817
H 2.531 -1.094 -0.563
H 4.020 -0.794 -1.597
H 5.280 1.569 -0.981
H 4.884 3.975 -0.527
H 2.495 4.738 -0.131
H 0.815 3.054 0.173
*
```